{"formula": "C6H15NS", "method": "wB97M-V/def2-TZVPD", "species": ["C", "C", "C", "C", "C", "C", "H", "H", "H", "H", "H", "H", "H", "H", "H", "H", "H", "H", "H", "H", "H", "N", "S"], "positions_angstrom": [[1.896, -1.963, -0.683], [1.945, -0.509, -0.003], [0.983, 0.891, 1.623], [-0.189, 0.656, -0.718], [0.425, 2.096, -0.831], [-1.633, 0.715, -0.401], [1.691, -1.762, -1.742], [2.991, -2.291, -0.436], [1.199, -2.512, -0.176], [2.440, 0.214, -0.693], [2.557, -0.754, 0.820], [-0.048, 1.180, 1.882], [1.699, 1.795, 1.326], [1.477, 0.324, 2.418], [-0.008, -0.033, -1.523], [1.432, 2.057, -1.060], [-0.126, 2.651, -1.604], [0.240, 2.710, 0.195], [-1.946, 1.416, 0.428], [-2.284, 0.615, -1.445], [-1.169, -1.107, 1.072], [0.692, 0.033, 0.426], [-2.221, -1.003, 0.227]], "smiles": "CCN(C)[C@H](C)CS", "fmax_ev_per_a": 5.26, "relative_energy_ev": 2.506, "gap_ev": 9.3, "molar_mass_g_mol": 133.26}

---

{"formula": "C29H32BaN4Si", "method": "wB97M-V/def2-TZVPD", "species": ["Ba", "C", "N", "C", "C", "C", "C", "C", "C", "N", "C", "C", "C", "C", "C", "C", "N", "C", "C", "C", "C", "C", "N", "H", "H", "H", "H", "H", "H", "H", "H", "H", "H", "H", "H", "H", "H", "H", "H", "H", "H", "C", "C", "C", "C", "C", "C", "C", "C", "H", "H", "H", "H", "H", "C", "Si", "C", "C", "H", "H", "H", "H", "H", "H", "H", "H", "H"], "positions_angstrom": [[0.406, 0.205, -0.677], [1.767, 2.684, 1.088], [1.439, 2.774, -0.357], [2.649, 3.051, -1.150], [3.755, 2.015, -1.045], [5.056, 2.368, -1.378], [6.038, 1.392, -1.344], [5.696, 0.101, -0.974], [4.377, -0.165, -0.650], [3.423, 0.774, -0.683], [0.454, 3.837, -0.635], [-0.968, 3.525, -0.203], [-1.765, 4.504, 0.367], [-3.071, 4.185, 0.708], [-3.537, 2.906, 0.465], [-2.683, 1.989, -0.134], [-1.418, 2.291, -0.468], [0.621, 2.182, 1.954], [-0.015, 2.999, 2.872], [-1.048, 2.473, 3.632], [-1.413, 1.150, 3.461], [-0.719, 0.393, 2.529], [0.281, 0.894, 1.798], [2.579, 1.968, 1.195], [2.117, 3.655, 1.461], [2.343, 3.103, -2.198], [3.058, 4.041, -0.903], [5.291, 3.387, -1.660], [7.060, 1.637, -1.603], [6.432, -0.690, -0.938], [4.049, -1.161, -0.372], [0.773, 4.791, -0.193], [0.430, 3.985, -1.717], [-1.362, 5.491, 0.556], [-3.715, 4.929, 1.160], [-4.548, 2.615, 0.719], [-2.993, 0.972, -0.364], [0.285, 4.034, 2.976], [-1.567, 3.096, 4.351], [-2.215, 0.705, 4.033], [-0.966, -0.649, 2.351], [-1.862, -1.067, -0.896], [-2.849, -1.793, -0.767], [-3.940, -2.724, -0.640], [-3.927, -3.936, -1.341], [-4.972, -4.838, -1.216], [-6.054, -4.554, -0.390], [-6.077, -3.358, 0.314], [-5.031, -2.453, 0.190], [-3.076, -4.158, -1.972], [-4.942, -5.773, -1.763], [-6.868, -5.261, -0.292], [-6.913, -3.128, 0.964], [-5.048, -1.521, 0.742], [2.921, -3.546, -2.220], [1.633, -2.949, -0.923], [2.531, -3.485, 0.709], [0.315, -4.322, -1.036], [3.241, -4.584, -2.045], [3.821, -2.915, -2.213], [2.500, -3.490, -3.230], [2.869, -4.532, 0.672], [1.848, -3.391, 1.564], [3.412, -2.868, 0.940], [0.751, -5.325, -0.938], [-0.219, -4.271, -1.992], [-0.437, -4.191, -0.249]], "fmax_ev_per_a": 2.37, "relative_energy_ev": 0.399, "gap_ev": 4.7, "molar_mass_g_mol": 602.02}

---

{"formula": "C6H9IN2S", "method": "wB97M-V/def2-TZVPD", "species": ["C", "C", "C", "C", "C", "C", "N", "N", "S", "I", "H", "H", "H", "H", "H", "H", "H", "H", "H"], "positions_angstrom": [[-0.624, -0.478, -1.652], [-1.561, 0.009, -0.884], [0.828, -0.710, -1.232], [1.212, -0.008, -0.008], [0.260, 1.076, 0.441], [-1.174, 0.605, 0.418], [-0.803, -0.910, 2.151], [-1.678, -0.414, 1.429], [2.891, 0.729, -0.139], [0.719, -2.945, -0.981], [-0.920, -0.841, -2.736], [-2.578, 0.186, -1.131], [1.319, -0.672, -2.218], [1.364, -0.534, 0.970], [0.520, 1.500, 1.541], [0.301, 1.881, -0.327], [-1.711, 1.535, 0.729], [-1.282, -1.684, 2.838], [2.917, 1.674, 0.791]], "fmax_ev_per_a": 4.52, "relative_energy_ev": 1.395, "gap_ev": 8.9, "molar_mass_g_mol": 268.12}